Here is a structure of composition C25H20N6O4STl at a distorted geometry from the OMol25 dataset. Energies are from the ωB97M-V functional and the def2-TZVPD basis.

Electronic energy in a.u.: -2165.0136
HOMO-LUMO gap in Eh: 0.207
Molar mass in g mol⁻¹: 704.9
Relative energy (zero: lowest compared OMol25 entry of this formula, charge and spin) in kcal per mole: 0.0
E_HOMO in eV: -4.281

Structure (ORCA input):
```
! RIJCOSX wB97M-V def2-TZVPD def2/J DEFGRID3
* xyz -1 1
Tl -0.6040 -0.9136 -0.2404
O 1.7802 -1.5626 0.5027
C 2.2225 -2.2838 1.4496
C 3.1168 -3.3595 1.1756
C 3.6927 -4.1106 2.1623
C 3.4536 -3.8236 3.5050
C 2.5713 -2.8151 3.8223
C 1.9170 -2.0684 2.8391
C 0.8807 -1.1471 3.2423
N -0.1826 -0.7942 2.5457
C -0.9487 -0.0193 3.3546
C -0.3552 0.1235 4.5725
N 0.8112 -0.5963 4.4964
H 3.3028 -3.5906 0.1369
H 4.3383 -4.9408 1.9046
H 3.9213 -4.4102 4.2841
H 2.3539 -2.6236 4.8698
H -1.8781 0.3839 3.0011
H -0.6617 0.6248 5.4708
H 1.5130 -0.6670 5.2154
S -4.5691 6.3170 0.0421
N -3.5242 5.5817 1.0582
C -2.9919 4.5421 0.4279
C -1.9710 3.6754 0.9290
C -1.3308 3.8829 2.1546
C -0.2534 3.0943 2.4813
C 0.1333 2.0896 1.5883
N -0.5112 1.8244 0.4771
C -1.5420 2.5971 0.1215
C -2.1533 2.3623 -1.1701
N -1.8401 1.2397 -1.8163
C -2.2582 1.0669 -3.0451
C -3.0134 2.0223 -3.7375
C -3.4322 3.1437 -3.0586
C -3.0326 3.3189 -1.7292
C -3.4807 4.3967 -0.9058
N -4.3636 5.3290 -1.2395
H -1.6849 4.6727 2.8001
H 0.2775 3.2417 3.4085
H 0.9977 1.4718 1.7742
H -1.9801 0.1353 -3.5149
H -3.2779 1.8505 -4.7710
H -4.0650 3.8912 -3.5149
C 0.4653 -3.4245 -3.9683
C 1.2036 -2.4043 -3.1059
C 2.6902 -2.3826 -3.4754
O 1.0005 -2.7674 -1.7633
C 0.6619 -0.9205 -3.4041
O 0.3337 -0.6997 -4.5672
O 0.6813 -0.1673 -2.4200
H 0.8625 -4.4208 -3.7679
H 0.5951 -3.1703 -5.0170
H -0.5949 -3.4134 -3.7269
H 3.1545 -3.3331 -3.2064
H 3.1986 -1.5780 -2.9471
H 2.7955 -2.2219 -4.5472
H 1.5763 -2.2495 -1.1526
*
```

Here is an isolated molecule of C3H4FNS at a distorted geometry from the OMol25 dataset. Energies are from the ωB97M-V functional and the def2-TZVPD basis.

Electronic energy in a.u.: -669.4526
HOMO-LUMO gap in Eh: 0.361
Molar mass in g mol⁻¹: 105.1
Relative energy (zero: lowest compared OMol25 entry of this formula, charge and spin) in kcal per mole: 29.2
Structure (SMILES): F[C@@H]1C=NSC1
E_HOMO in eV: -8.974

Structure (ORCA input):
```
! RIJCOSX wB97M-V def2-TZVPD def2/J DEFGRID3
* xyz 0 1
F -2.0676 -0.1668 -0.5122
C -0.9985 -0.0649 0.4677
C -0.3433 1.2735 0.1966
N 0.8556 1.2365 -0.1287
S 1.4807 -0.3650 -0.1366
C -0.0761 -1.2018 0.2289
H -1.4737 -0.2580 1.5732
H -0.5939 2.4078 0.3859
H -0.0217 -1.7432 1.1368
H -0.4751 -1.7604 -0.7591
*
```